DFT (wB97M-V/def2-TZVPD) results for a structure of composition C36H43MoN6S2Si in a non-equilibrium geometry.

M   747.9 g mol⁻¹
E_HOMO (alpha / beta)   -9.90 / -9.96 eV
LUMO energy (alpha / beta)   -3.107 / -3.636 eV
Energy above the lowest of the compared OMol25 structures with the same formula, charge and spin   0.0 kcal/mol
Calculated total energy   -2880.0563 hartree
Charge   +1
2S+1   3
HOMO-LUMO gap (alpha / beta)   6.80 / 6.33 eV

Last column: Löwdin spin population.
CARTESIAN COORDINATES (ANGSTROEM)
Mo -0.95 -0.04 0.20  1.8915
C -3.14 -0.57 2.44  0.0068
C -3.78 0.69 1.86  0.0059
C -4.15 0.48 0.42  0.0030
C -5.36 0.97 -0.06  0.0001
C -5.73 0.71 -1.37  0.0006
C -4.89 -0.08 -2.14  0.0008
C -3.70 -0.51 -1.60  0.0041
N -3.29 -0.21 -0.36  0.0096
N -1.66 -0.56 2.33  0.0157
C -1.16 -1.94 2.53  0.0088
C -1.45 -2.79 1.34  0.0095
C -1.88 -4.10 1.43  -0.0007
C -2.08 -4.83 0.27  0.0065
C -1.84 -4.22 -0.94  -0.0013
C -1.41 -2.91 -0.96  0.0070
N -1.22 -2.19 0.15  0.0044
C -1.08 0.36 3.35  0.0059
C -0.25 1.46 2.75  0.0141
C 0.09 2.58 3.49  -0.0028
C 0.92 3.54 2.94  0.0142
C 1.38 3.35 1.65  0.0007
C 0.98 2.23 0.96  0.0187
N 0.18 1.29 1.49  0.0086
H -3.51 -1.43 1.90  0.0002
H -3.40 -0.70 3.50  0.0003
H -3.12 1.56 1.97  0.0020
H -4.69 0.92 2.42  0.0004
H -6.00 1.54 0.60  0.0000
H -6.65 1.09 -1.77  0.0000
H -5.14 -0.35 -3.16  0.0002
H -3.02 -1.09 -2.20  0.0021
H -1.57 -2.38 3.45  0.0007
H -0.08 -1.88 2.63  0.0010
H -2.05 -4.53 2.41  0.0000
H -2.42 -5.86 0.33  0.0003
H -1.96 -4.75 -1.88  -0.0002
H -1.20 -2.42 -1.90  0.0001
H -0.44 -0.22 4.01  0.0004
H -1.87 0.78 3.96  0.0004
H -0.29 2.68 4.50  -0.0005
H 1.19 4.42 3.50  0.0008
H 2.03 4.07 1.16  -0.0003
H 1.30 2.06 -0.06  0.0032
S -1.72 2.34 -0.41  0.0097
C -1.01 2.68 -1.98  0.0103
C -0.93 3.99 -2.45  -0.0019
C -0.44 4.26 -3.71  0.0044
C -0.36 5.63 -4.15  0.0005
N -0.29 6.73 -4.50  0.0023
C -0.01 3.21 -4.53  -0.0017
C -0.08 1.91 -4.06  0.0061
C -0.56 1.64 -2.79  0.0132
S -0.58 -0.01 -2.19  0.0636
C 0.51 3.46 -5.86  -0.0003
N 0.93 3.64 -6.91  -0.0015
H -1.27 4.80 -1.82  -0.0002
H 0.26 1.10 -4.70  0.0001
C 1.68 -2.98 0.00  -0.0181
Si 1.85 -1.11 0.08  -0.0898
C 2.96 -0.84 1.68  -0.0150
C 3.69 0.51 1.74  0.0002
C 4.03 -1.96 1.78  -0.0043
C 2.19 -0.98 3.00  -0.0008
C 2.86 -0.65 -1.51  -0.0131
C 2.74 0.84 -1.87  -0.0010
C 2.44 -1.51 -2.71  0.0018
C 4.36 -0.97 -1.35  -0.0039
H 1.23 -3.41 0.90  0.0000
H 2.68 -3.41 -0.11  -0.0030
H 1.10 -3.31 -0.87  0.0000
H 4.37 0.67 0.91  0.0000
H 4.29 0.56 2.66  0.0000
H 3.00 1.36 1.76  0.0001
H 4.68 -2.03 0.92  -0.0001
H 3.57 -2.94 1.93  -0.0002
H 4.66 -1.76 2.65  -0.0010
H 1.39 -0.25 3.09  0.0001
H 2.88 -0.83 3.84  0.0001
H 1.78 -1.99 3.11  0.0000
H 1.70 1.15 -2.03  0.0001
H 3.28 1.05 -2.80  0.0000
H 3.18 1.48 -1.09  0.0000
H 1.39 -1.41 -2.98  0.0012
H 2.64 -2.57 -2.53  0.0000
H 3.04 -1.22 -3.58  0.0000
H 4.86 -0.38 -0.59  -0.0001
H 4.85 -0.74 -2.31  -0.0010
H 4.54 -2.03 -1.16  -0.0001

DFT (wB97M-V/def2-TZVPD) results for the ion C7H15N2Si with charge +1 in a non-equilibrium geometry.

M   155.3 g mol⁻¹
E_HOMO (alpha / beta)   -8.89 / -14.31 eV
LUMO energy (alpha / beta)   -2.553 / -7.070 eV
Energy above the lowest of the compared OMol25 structures with the same formula, charge and spin   0.0 kcal/mol
Calculated total energy   -674.3135 hartree
Charge   +1
2S+1   3
HOMO-LUMO gap (alpha / beta)   6.34 / 7.23 eV

Last column: Löwdin spin population.
CARTESIAN COORDINATES (ANGSTROEM)
C -2.54 1.15 -0.76  0.3235
C -2.88 0.03 -0.13  0.2396
C -0.65 0.24 -0.13  0.6462
C -1.60 -1.79 0.98  0.0251
C 1.69 2.07 0.17  0.0066
C 1.58 -0.66 -1.76  0.0285
C 1.98 -0.83 1.40  0.0033
N -1.20 1.29 -0.72  0.2792
N -1.70 -0.54 0.24  0.3552
Si 1.48 0.20 -0.08  0.0363
H -3.15 1.98 -1.02  0.0119
H -3.83 -0.52 -0.02  0.0082
H -0.63 -1.82 1.46  0.0030
H -2.34 -1.81 1.72  0.0050
H -1.67 -2.69 0.47  0.0107
H 1.13 2.35 1.15  0.0023
H 2.74 2.48 0.11  0.0005
H 1.04 2.65 -0.51  0.0001
H 2.58 -0.93 -1.99  0.0053
H 1.13 -1.66 -1.83  0.0015
H 1.12 -0.23 -2.73  0.0002
H 2.72 -1.61 1.09  0.0004
H 2.72 -0.25 2.13  -0.0003
H 1.08 -1.17 1.88  0.0017
H -0.81 2.08 -1.12  0.0061

Number 2 is which compound?
C7H15N2Si